No. 1
# C44H18Cl3F5N8OTc

A molecular structure, C44H18Cl3F5N8OTc (ωB97M-V/def2-TZVPD, OMol25).

```
! RIJCOSX wB97M-V def2-TZVPD def2/J DEFGRID3
* xyz 0 4
Tc -0.318 0.084 0.078
C 5.485 -2.332 -2.013
C 6.018 -1.318 -1.210
C 5.203 -0.349 -0.642
C 3.846 -0.431 -0.902
C 2.714 0.378 -0.461
N 2.862 1.426 0.333
C 1.855 2.143 0.765
C 2.047 3.475 1.344
C 3.175 4.134 1.794
C 3.002 5.425 2.278
C 1.745 6.035 2.285
C 0.621 5.372 1.808
C 0.799 4.081 1.351
C -0.134 3.100 0.794
N -1.337 3.416 0.401
C -2.137 2.567 -0.231
N -1.889 1.272 -0.589
C -3.056 0.740 -1.075
N -3.274 -0.482 -1.545
C -2.307 -1.341 -1.745
N -0.998 -1.213 -1.359
C -0.251 -2.044 -2.153
N 1.049 -2.080 -2.296
C 1.872 -1.236 -1.702
N 1.556 -0.118 -0.984
C 3.317 -1.437 -1.701
C 4.123 -2.406 -2.271
C -1.149 -2.916 -2.913
C -0.903 -3.969 -3.774
C -2.005 -4.604 -4.332
C -3.306 -4.182 -4.049
C -3.545 -3.108 -3.201
C -2.443 -2.496 -2.634
C -4.094 1.756 -1.065
C -5.419 1.732 -1.472
C -6.139 2.910 -1.360
C -5.548 4.077 -0.860
C -4.224 4.095 -0.451
C -3.510 2.911 -0.559
N 0.511 1.894 0.633
H 6.149 -3.076 -2.432
H 7.084 -1.298 -1.026
H 5.599 0.431 -0.003
H 4.145 3.656 1.774
H 3.856 5.972 2.657
H 1.649 7.042 2.671
H -0.357 5.835 1.802
H 3.699 -3.202 -2.870
H 0.109 -4.283 -3.994
H -1.856 -5.441 -5.001
H -4.140 -4.704 -4.500
H -4.547 -2.763 -2.979
H -5.864 0.823 -1.857
H -7.179 2.934 -1.659
H -6.139 4.982 -0.794
H -3.757 4.990 -0.062
Cl 6.078 -3.337 2.103
C 4.444 -2.762 1.942
C 3.540 -3.475 1.178
C 2.253 -2.990 1.012
Cl 1.109 -3.968 0.156
C 1.838 -1.758 1.550
O 0.684 -1.206 1.292
C 2.763 -1.145 2.424
Cl 2.237 0.226 3.347
C 4.050 -1.614 2.605
H 3.824 -4.408 0.711
H 4.734 -1.092 3.260
F -2.108 -2.552 0.765
C -2.300 -1.635 1.733
C -1.783 -0.352 1.611
C -2.097 0.487 2.662
F -1.652 1.763 2.676
C -2.842 0.108 3.764
F -3.097 0.974 4.750
C -3.321 -1.182 3.842
F -4.047 -1.571 4.891
C -3.051 -2.061 2.812
F -3.526 -3.310 2.867
*
```



No. 2
# C27H35ClGaN2O2

A molecular structure, C27H35ClGaN2O2 (ωB97M-V/def2-TZVPD, OMol25).

```
! RIJCOSX wB97M-V def2-TZVPD def2/J DEFGRID3
* xyz -1 1
Ga 0.074 0.068 -0.567
Cl 2.109 -0.034 -1.476
N 0.336 2.091 -0.199
N 0.281 -2.052 -0.169
C -0.197 2.867 -1.113
C -0.251 -2.814 -1.091
C 1.274 2.908 0.617
C 1.558 4.053 -0.349
C 2.534 2.172 1.020
C 0.515 3.412 1.834
H 3.008 1.756 0.130
H 2.329 1.361 1.723
H 3.214 2.882 1.509
H -0.345 4.009 1.509
H 1.178 4.037 2.442
H 0.168 2.565 2.432
C 1.169 -2.895 0.673
C 1.435 -4.056 -0.275
C 0.391 -3.383 1.882
C 2.448 -2.208 1.093
H 2.934 -1.794 0.209
H 3.099 -2.952 1.570
H 2.265 -1.410 1.814
H -0.495 -3.938 1.555
H 0.081 -2.528 2.484
H 1.030 -4.033 2.487
O 0.288 -4.026 -1.194
H 1.472 -5.047 0.184
H 2.346 -3.900 -0.863
O 0.380 4.057 -1.240
H 2.446 3.855 -0.963
H 1.638 5.046 0.098
C -1.385 2.529 -1.972
C -1.407 -2.473 -1.995
C -1.336 -1.189 -2.792
H -2.302 -2.434 -1.340
H -1.525 -3.339 -2.654
C -1.188 0.029 -2.103
C -1.332 1.250 -2.785
H -1.476 0.092 -0.286
C -1.553 1.251 -4.171
C -1.634 0.039 -4.844
C -1.773 2.541 -4.905
C -1.559 -1.178 -4.180
H -1.864 0.043 -5.916
C -1.789 -2.459 -4.927
H -1.915 -2.220 -5.990
H -2.705 -2.951 -4.568
H -0.953 -3.162 -4.808
H -2.688 3.033 -4.543
H -1.895 2.315 -5.972
H -0.934 3.238 -4.772
H -1.538 3.399 -2.616
H -2.250 2.465 -1.281
C -0.115 -0.285 2.128
C -0.247 -0.009 3.512
C -1.338 -0.640 4.193
C -1.326 -0.710 5.564
C -0.332 -0.022 6.291
C 0.650 0.761 5.629
C 0.667 0.808 4.249
H 0.849 -0.037 1.603
H -0.971 -0.752 1.590
H -2.035 -1.191 3.565
H -2.052 -1.345 6.069
H -0.329 -0.076 7.368
H 1.422 1.270 6.199
H 1.446 1.341 3.693
*
```



No. 3
# C23H19BrN2O3

A single C23H19BrN2O3 molecule (ωB97M-V/def2-TZVPD, OMol25).

```
! RIJCOSX wB97M-V def2-TZVPD def2/J DEFGRID3
* xyz 0 1
O 0.735 -2.065 0.539
C 1.091 -0.916 0.333
N 2.127 -0.347 0.972
C 2.826 -1.045 2.031
C 2.446 -0.516 3.376
C 1.251 -0.508 4.034
C 1.479 0.164 5.260
C 2.793 0.514 5.253
O 3.385 0.111 4.116
C 0.401 -0.073 -0.699
C -0.893 -0.270 -1.041
C -1.805 -1.194 -0.448
C -3.088 -1.288 -0.845
C -4.089 -2.188 -0.313
C -3.796 -3.176 0.634
C -4.788 -4.009 1.109
C -6.092 -3.881 0.656
C -6.398 -2.911 -0.285
C -5.408 -2.077 -0.764
N 1.119 0.870 -1.480
C 1.922 1.898 -1.122
O 2.245 2.180 0.020
C 2.374 2.750 -2.267
C 2.259 4.130 -2.111
C 2.669 4.997 -3.106
C 3.225 4.494 -4.271
C 3.376 3.129 -4.434
C 2.951 2.265 -3.437
Br 3.241 0.391 -3.706
H 2.289 0.653 0.879
H 3.904 -0.924 1.894
H 2.555 -2.102 1.945
H 0.331 -0.932 3.687
H 0.765 0.355 6.034
H 3.403 1.029 5.968
H -1.301 0.352 -1.834
H -1.411 -1.828 0.329
H -3.437 -0.630 -1.634
H -2.785 -3.296 0.989
H -4.546 -4.768 1.839
H -6.865 -4.536 1.031
H -7.411 -2.807 -0.645
H -5.653 -1.322 -1.499
H 0.820 0.872 -2.448
H 1.840 4.502 -1.189
H 2.564 6.061 -2.969
H 3.554 5.162 -5.052
H 3.828 2.729 -5.328
*
```



No. 4
# C5H10N2O

A single C5H10N2O molecule (ωB97M-V/def2-TZVPD, OMol25).

```
! RIJCOSX wB97M-V def2-TZVPD def2/J DEFGRID3
* xyz 0 1
C 0.173 0.010 2.609
C -0.154 0.021 1.034
C 0.675 -0.671 0.001
C -0.276 -1.656 -0.882
N 0.606 0.855 -0.010
C -0.328 1.350 -1.138
N 0.254 1.191 -2.428
O -1.457 1.825 -1.076
H -0.786 0.601 3.211
H 1.262 0.404 3.081
H 0.042 -1.069 2.924
H -1.279 0.241 0.828
H 1.728 -0.652 0.232
H -0.720 -2.488 -0.079
H 0.227 -2.038 -1.829
H -1.141 -0.946 -1.223
H -0.082 2.076 -3.007
H 1.253 0.944 -2.248
*
```



No. 5
# C3H8BrO4P

A single C3H8BrO4P molecule (ωB97M-V/def2-TZVPD, OMol25).

```
! RIJCOSX wB97M-V def2-TZVPD def2/J DEFGRID3
* xyz 0 1
O -1.753 -2.161 1.962
C -1.304 -1.676 0.990
Br -2.482 -1.307 -0.532
C 0.138 -1.362 0.738
P 0.428 0.469 0.611
O -0.176 0.592 2.226
C 1.133 0.470 -1.144
O 0.132 0.326 -2.143
O -0.113 1.608 -2.732
H 0.502 -1.879 -0.144
H 0.659 -1.697 1.634
H 1.642 1.037 1.052
H -0.633 1.286 0.166
H -0.677 1.408 2.325
H 1.651 1.418 -1.295
H 1.862 -0.332 -1.296
H -1.009 1.801 -2.419
*
```



No. 6
# C8H8N2

A single C8H8N2 molecule (ωB97M-V/def2-TZVPD, OMol25).

```
! RIJCOSX wB97M-V def2-TZVPD def2/J DEFGRID3
* xyz 0 1
C 2.834 -0.398 0.904
C 1.490 -0.317 1.273
C 3.143 0.119 -0.324
C 0.572 0.192 0.322
C 1.015 0.603 -0.904
C -1.363 0.806 -1.872
C -0.904 0.272 0.440
C -1.599 -0.228 -0.858
N 2.264 0.549 -1.230
N -1.737 1.415 -2.845
H 3.616 -0.596 1.637
H 1.064 -0.940 2.168
H 4.195 0.300 -0.582
H -1.198 -0.500 1.226
H -1.437 1.273 0.779
H -2.627 -0.387 -0.766
H -1.076 -0.959 -1.378
H -2.576 1.213 -3.355
*
```



No. 7
# C4H5N3

A single C4H5N3 molecule (ωB97M-V/def2-TZVPD, OMol25).

```
! RIJCOSX wB97M-V def2-TZVPD def2/J DEFGRID3
* xyz 0 1
H 1.423 -0.003 2.079
N 1.203 0.883 1.396
C 0.213 0.679 0.472
N -0.058 1.590 -0.400
N -0.440 1.229 -1.606
C -0.657 -0.124 -1.505
C -0.442 -0.518 -0.059
C -0.253 -1.726 0.543
H 0.825 2.426 -0.372
H -1.160 -0.435 -2.439
H -0.711 -2.572 0.291
H 0.057 -1.430 1.598
*
```



No. 8
# C4H13NO3

3 unconnected molecules or ions with the total composition C4H13NO3 (ωB97M-V/def2-TZVPD, OMol25).

```
! RIJCOSX wB97M-V def2-TZVPD def2/J DEFGRID3
* xyz 0 1
C 1.681 0.028 -1.648
C 1.173 -0.352 -0.257
N 0.348 0.690 0.378
C -0.138 0.300 1.712
C 0.752 2.028 0.320
O 0.570 2.808 1.220
H 0.846 0.245 -2.326
H 2.147 -0.849 -2.097
H 2.377 0.860 -1.600
H 2.034 -0.584 0.371
H 0.528 -1.212 -0.365
H 0.615 0.504 2.475
H -0.272 -0.775 1.708
H -1.041 0.843 1.936
H 1.169 2.270 -0.666
O -2.218 0.091 -0.846
H -2.893 0.593 -0.382
H -1.334 0.469 -0.687
O -1.856 -2.945 0.291
H -2.762 -2.918 0.612
H -1.728 -2.094 -0.148
*
```



Record order is preserved below.
Energy: -113243.9975; -100539.1433; -103324.1204; -10371.3725; -90757.8607; -11400.7838; -8694.7862; -11991.4665 eV
Record order is preserved below.
Max |F|: 0.641; 4.460; 0.975; 3.798; 0.412; 3.870; 9.972; 1.191 eV/A